#w
Here is C3H6N2 in the gas phase from OMol25. Energies are from the ωB97M-V functional and the def2-TZVPD basis.

Positions of all 11 atoms, in Å:
N1 -0.391 0.775 -0.498
N2 -0.453 0.990 0.821
C1 0.923 0.442 -0.948
C2 -0.669 0.104 1.733
C3 -0.183 -0.532 -1.027
H1 -0.707 0.403 2.772
H2 -0.824 -0.941 1.559
H3 1.418 0.781 -1.937
H4 1.591 0.197 -0.003
H5 -0.096 -1.435 -0.420
H6 -0.611 -0.785 -2.051

Calculated values
E_HOMO, Ha: -0.3302
SMILES string: C=NN1CC1
Frontier orbital gap, Ha: 0.372


#x
Here is a 2-piece molecular cluster, C3H6N2 overall from OMol25. Energies are from the ωB97M-V functional and the def2-TZVPD basis.

Positions of all 11 atoms, in Å:
N1 3.518 -0.649 0.182
N2 -1.357 -0.821 -0.425
C1 2.730 0.190 0.297
C2 -0.956 0.341 0.243
C3 -0.076 1.235 -0.219
H1 -1.354 0.497 1.352
H2 0.176 1.197 -1.211
H3 0.111 2.036 0.369
H4 3.994 -1.593 0.128
H5 -1.455 -0.758 -1.352
H6 -2.117 -1.505 -0.065

Calculated values
E_HOMO, Ha: -0.2888
Frontier orbital gap, Ha: 0.334


Pick #x: it beats the second-best structure by 11.9 kcal/mol.


#w
Here is an isolated ion of composition C3H8N3 and charge +1 from OMol25. Energies are from the ωB97M-V functional and the def2-TZVPD basis.

Positions of all 14 atoms, in Å:
N1 0.148 0.660 -0.653
N2 0.004 -0.429 1.547
N3 -0.218 -0.388 2.761
C1 -0.558 0.640 0.799
C2 -0.342 -0.245 -1.680
C3 0.956 -0.496 -1.031
H1 -1.195 -0.848 -1.401
H2 1.875 -0.292 -1.565
H3 -0.377 1.624 1.238
H4 -1.625 0.505 0.617
H5 0.469 1.589 -0.908
H6 0.212 -1.190 3.239
H7 -0.376 0.128 -2.695
H8 1.027 -1.259 -0.267

Calculated values
E_HOMO, Ha: -0.5137
Total charge: +1
SMILES string: [H]/N=N/C[NH+]1CC1
Frontier orbital gap, Ha: 0.372


#x
Here is an isolated ion of composition C3H8N3 and charge +1 from OMol25. Energies are from the ωB97M-V functional and the def2-TZVPD basis.

Positions of all 14 atoms, in Å:
N1 2.149 0.304 0.121
N2 0.196 -1.135 0.217
N3 -0.552 1.277 0.152
C1 -1.112 -0.948 -0.037
C2 -1.542 0.514 0.059
C3 0.965 -0.127 -0.364
H1 -1.417 -1.171 -1.090
H2 -1.728 -1.673 0.597
H3 0.375 -1.498 1.141
H4 -0.700 2.327 0.135
H5 2.669 -0.019 0.924
H6 0.500 0.378 -1.200
H7 2.726 0.949 -0.541
H8 -2.526 0.824 -0.114

Calculated values
E_HOMO, Ha: -0.5378
Total charge: +1
SMILES string: [H]/N=C/C/[NH+]=C/N
Frontier orbital gap, Ha: 0.413


Pick #x: it beats the second-best structure by 39.1 kcal/mol.


#w
Here is a 2-piece molecular cluster, C3H8N3 overall from OMol25. Energies are from the ωB97M-V functional and the def2-TZVPD basis.

Positions of all 14 atoms, in Å:
N1 -0.490 -0.959 -0.265
N2 1.671 -0.088 -0.632
N3 -1.197 0.068 -0.576
C1 0.845 -1.041 -0.254
C2 2.583 0.675 -0.388
C3 -1.203 1.292 -0.122
H1 -2.123 -1.599 1.676
H2 -2.021 -0.231 -1.126
H3 -0.476 1.862 0.377
H4 1.274 -2.015 -0.054
H5 -2.118 1.845 -0.182
H6 2.890 0.979 0.667
H7 -2.703 -2.006 1.979
H8 3.068 1.216 -1.100

Calculated values
E_HOMO, Ha: -0.5184
Total charge: +1
Frontier orbital gap, Ha: 0.328


#x
Here is C3H8N3 as an isolated structure from OMol25. Energies are from the ωB97M-V functional and the def2-TZVPD basis.

Positions of all 14 atoms, in Å:
N1 -0.548 -0.665 -0.543
N2 1.322 0.886 -0.397
N3 1.760 -0.937 0.046
C1 2.404 0.186 -0.330
C2 -1.791 0.044 -0.359
C3 0.553 -0.274 0.136
H1 3.395 0.254 -0.657
H2 -0.495 -1.675 -0.906
H3 -2.052 0.236 0.688
H4 1.166 1.874 -0.456
H5 1.999 -1.708 0.548
H6 -2.592 -0.281 -1.062
H7 -1.722 1.037 -0.812
H8 0.008 0.291 2.027

Calculated values
E_HOMO (spin up / spin down), Ha: -0.4999 / -0.4854
Total charge: +1
Frontier orbital gap (spin up / spin down), Ha: 0.307 / 0.299


#y
Here is an isolated ion of composition C3H8N3 and charge +1 from OMol25. Energies are from the ωB97M-V functional and the def2-TZVPD basis.

Positions of all 14 atoms, in Å:
N1 -1.565 -0.796 0.973
N2 1.656 -0.435 0.754
N3 0.318 1.542 -0.188
C1 -1.523 -0.413 -0.166
C2 0.088 0.222 -0.878
C3 1.008 -0.728 -0.329
H1 2.298 -1.096 1.213
H2 1.539 0.568 0.770
H3 -0.147 0.271 -1.891
H4 0.073 2.411 -0.686
H5 -2.356 -1.152 1.310
H6 1.109 -1.665 -0.705
H7 -2.229 -0.204 -0.872
H8 -0.272 1.475 0.696

Calculated values
E_HOMO, Ha: -0.5150
Total charge: +1
SMILES string: [H]/N=C/[C@@H](N)C=[NH2+]
Frontier orbital gap, Ha: 0.348


#z
Here is an isolated ion of composition C3H8N3 and charge +1 from OMol25. Energies are from the ωB97M-V functional and the def2-TZVPD basis.

Positions of all 14 atoms, in Å:
N1 1.307 0.047 0.260
N2 -0.989 -0.886 -0.531
N3 -0.862 0.440 -0.434
C1 -1.454 -0.277 0.633
C2 0.535 1.068 -0.337
C3 1.049 -1.169 -0.194
H1 -1.425 1.159 -1.005
H2 1.184 0.269 1.267
H3 0.630 1.918 0.241
H4 1.269 -1.948 0.540
H5 -2.471 -0.150 0.762
H6 0.865 1.424 -1.380
H7 1.112 -1.515 -1.252
H8 -0.750 -0.379 1.432

Calculated values
E_HOMO, Ha: -0.5316
Total charge: +1
Frontier orbital gap, Ha: 0.393


Pick #y: it beats the second-best structure by 43.5 kcal/mol.


#w
Here is a 2-piece molecular cluster, C3H8N3 overall from OMol25. Energies are from the ωB97M-V functional and the def2-TZVPD basis.

Positions of all 14 atoms, in Å:
N1 -0.175 0.291 -0.616
N2 1.523 1.669 -1.084
N3 -0.257 0.659 -1.773
C1 -1.625 -1.984 1.647
C2 0.992 0.769 0.054
C3 0.752 1.525 -2.163
H1 2.398 2.162 -1.051
H2 0.719 1.027 1.100
H3 -2.145 -2.686 2.214
H4 -0.842 -2.596 1.254
H5 0.803 1.938 -3.092
H6 -1.441 -1.113 2.155
H7 -2.410 -1.736 0.953
H8 1.710 0.074 0.404

Calculated values
E_HOMO, Ha: -0.5611
Total charge: +1
Frontier orbital gap, Ha: 0.305


#x
Here is a 2-piece molecular cluster, C3H8N3 overall from OMol25. Energies are from the ωB97M-V functional and the def2-TZVPD basis.

Positions of all 14 atoms, in Å:
N1 -2.124 -1.067 0.190
N2 -2.352 1.231 -0.338
N3 0.401 0.507 0.594
C1 2.606 0.320 -0.077
C2 1.170 0.116 -0.264
C3 -1.783 0.168 0.139
H1 -1.369 -1.664 0.478
H2 0.936 -0.325 -1.313
H3 3.061 -0.698 -0.166
H4 -3.131 -1.444 0.326
H5 -3.385 1.259 -0.578
H6 2.784 1.020 0.814
H7 -1.877 2.033 -0.720
H8 2.972 1.020 -0.941

Calculated values
E_HOMO (spin up / spin down), Ha: -0.5127 / -0.5183
Total charge: +1
Frontier orbital gap (spin up / spin down), Ha: 0.321 / 0.338


#y
Here is a 2-piece molecular cluster, C3H8N3 overall from OMol25. Energies are from the ωB97M-V functional and the def2-TZVPD basis.

Positions of all 14 atoms, in Å:
N1 -0.642 -0.975 0.384
N2 -0.205 3.439 0.506
N3 0.822 3.173 -0.065
C1 -0.782 -2.426 0.326
C2 1.255 0.187 -0.746
C3 0.120 -0.178 -0.243
H1 -1.020 2.862 0.343
H2 -1.534 -0.563 0.870
H3 1.347 0.265 -1.757
H4 -1.768 -2.703 0.044
H5 -0.601 -2.947 1.200
H6 -0.112 -2.713 -0.444
H7 2.125 0.409 -0.076
H8 0.996 2.169 -0.343

Calculated values
E_HOMO, Ha: -0.4541
Total charge: +1
Frontier orbital gap, Ha: 0.263


Pick #x: it beats the second-best structure by 6.2 kcal/mol.